Record 1
Formula: C39H38GeInN10O2Se
Source: OMol25
Level of theory: the ωB97M-V functional and the def2-TZVPD basis

Geometry as XYZ:
```
92
Properties=species:S:1:pos:R:3:forces:R:3
H 2.789939 -6.684028 -0.159091 0.01 -0.06 0.03
H -1.019344 6.983707 -6.499552 -0.06 -0.04 -0.07
C 3.413986 1.334546 -3.021096 -0.04 0.06 0.08
C -0.509062 6.165485 -6.005087 -0.06 -0.11 -0.09
C -0.318789 1.838018 2.670546 -0.33 -0.23 1.10
N 2.277066 -0.018774 0.518932 -1.00 0.01 0.32
C -0.255240 -3.881674 4.223044 -0.07 0.00 -0.06
C -2.962437 -4.710425 0.792361 0.11 -0.13 0.04
H 1.778295 -6.992400 -2.392981 0.01 -0.02 -0.01
N -0.744747 0.579542 2.663464 0.48 -0.03 -1.90
C 0.058711 2.488347 -6.172667 0.12 -0.50 0.04
N 1.413843 2.065480 -1.953316 -0.07 0.16 0.04
Se -1.453451 -1.149919 -4.185921 -0.30 -0.45 -1.46
C -3.461169 -2.469037 1.469127 0.05 0.19 0.02
C -4.811407 -2.709772 1.282371 -0.12 0.04 0.05
C 1.685692 -2.938617 3.183251 0.00 0.12 -0.18
H 0.125613 3.548411 3.716828 0.00 0.00 -0.08
H 2.173768 -2.515743 2.308210 0.08 0.00 0.03
H 4.461546 1.091193 -2.942884 0.11 -0.02 0.06
In 0.310370 -0.770420 0.436123 -0.34 -0.09 -0.04
H -5.534405 -1.929409 1.475494 -0.02 0.07 0.00
N -0.216991 2.605815 3.760315 0.11 0.18 0.02
H -0.283794 2.174161 -3.094982 -0.07 -0.02 -0.07
C 0.092577 3.881115 -5.752006 -0.17 0.74 -0.06
H 6.594966 -0.613553 1.568402 0.03 0.03 0.06
C 0.432893 -3.964950 5.421157 -0.06 -0.10 0.11
C 1.914657 -6.113871 -0.440827 0.15 -0.05 -0.04
C -4.312298 -4.952894 0.604175 -0.11 -0.12 -0.01
C 0.365740 -3.362341 3.097112 -0.48 0.00 -0.64
H 1.986120 -1.243077 -1.944354 0.00 0.01 -0.11
C -0.279168 -4.602019 -1.173539 -0.17 0.11 0.01
C 2.717519 1.802293 -1.923852 0.38 -0.05 -0.02
H -0.062010 -4.357736 6.297651 -0.03 -0.03 0.08
H -6.294929 -4.150354 0.714326 -0.03 0.01 -0.03
C -5.240112 -3.954747 0.852584 -0.05 -0.06 0.01
N -1.137640 -0.061315 3.763817 -0.30 -0.08 0.57
N 0.207769 6.491765 -4.936119 -0.04 0.43 0.04
C 0.657492 1.466482 -5.549277 -0.27 0.22 -0.45
H 2.280218 -3.603427 6.438472 0.05 0.00 0.07
C 3.403846 -0.651859 0.323259 0.34 -0.19 -0.13
O -1.543370 -1.189830 3.593551 -0.04 -0.05 0.08
C 3.588251 -1.735125 -0.609842 0.01 -0.15 -0.14
C 1.365132 -5.208579 0.453630 -0.04 0.09 0.22
C 1.748438 -3.539944 5.500230 0.05 0.00 0.07
H -4.640400 -5.924494 0.261738 -0.02 -0.06 -0.02
H 1.440397 5.744406 -3.472480 0.03 0.06 0.03
C 4.563303 -0.228856 1.075429 0.04 0.15 0.06
C 5.745143 -0.920749 0.972138 0.17 0.09 0.18
C 0.255230 -5.517584 -2.063488 0.02 0.00 -0.16
H 6.807183 -2.552126 0.069270 0.06 -0.04 -0.04
H -2.242502 -5.492466 0.582538 -0.03 -0.02 0.00
H 3.482422 0.889390 2.528169 0.05 0.07 0.05
C 1.353944 -6.280638 -1.696987 0.05 0.01 -0.02
C 0.842439 5.495329 -4.341902 0.07 0.14 0.12
Ge -0.572423 -3.135546 1.362852 0.50 0.17 -0.30
H 0.282247 3.324563 1.412437 -0.09 -0.25 -0.03
O -1.112692 0.485803 4.863372 -0.02 0.03 0.60
H 2.873511 -2.718470 -2.362579 -0.08 -0.06 -0.02
H 3.203373 1.952807 -0.971238 0.10 -0.08 0.08
N 0.827237 4.228088 -4.689693 0.04 -0.23 -0.13
H -1.124733 -3.992315 -1.475818 -0.04 -0.05 -0.06
H -0.477515 2.305335 -7.095393 0.01 -0.11 -0.02
C -1.095353 -0.754137 -2.551543 0.24 0.44 1.37
H 3.237626 0.792642 -5.091002 0.04 0.02 -0.10
H 0.519285 1.874727 -0.424399 -0.02 0.15 0.17
C 5.873205 -2.012120 0.118836 -0.04 0.03 0.02
C -0.605265 4.864962 -6.466112 0.18 -0.18 0.23
C 1.392483 1.541943 -4.286380 0.36 -0.24 0.43
H 4.380257 1.871748 1.389169 -0.04 0.11 -0.01
C 4.798887 -2.387814 -0.676998 -0.01 -0.16 -0.10
H -1.105865 1.665967 -0.073752 0.07 0.18 0.18
H -1.289734 -4.192296 4.164060 -0.07 -0.05 0.07
N -0.875960 -0.429497 -1.444527 0.35 -0.11 0.33
N -0.165565 1.615444 0.318774 -0.24 -0.73 -0.29
H 4.910032 -3.213720 -1.367998 0.01 -0.03 -0.06
C 0.252211 -4.450747 0.105180 -0.26 0.33 0.35
C 0.774848 1.948111 -3.103724 0.03 -0.23 -0.21
H -3.118617 -1.496658 1.793240 -0.07 0.07 0.04
C 2.378134 -3.026907 4.377954 0.12 0.02 0.06
H 3.401945 -2.684729 4.435101 0.08 0.01 0.00
C 2.732863 1.178149 -4.216821 -0.37 0.04 0.04
H 1.804340 -5.086912 1.437960 0.02 -0.07 -0.02
H -1.192116 4.613906 -7.336919 -0.04 0.00 -0.04
C 4.421022 0.955231 1.979569 -0.03 -0.10 0.04
H 1.725782 -2.728135 -1.026686 0.03 -0.06 -0.08
H -0.175862 -5.628789 -3.049390 -0.03 0.02 -0.03
C -2.526992 -3.467331 1.235503 0.84 0.14 0.07
H 0.623014 0.487210 -6.008421 -0.08 -0.05 -0.06
H 5.254774 1.031123 2.674007 0.07 -0.01 0.02
N -0.024077 2.361655 1.476552 0.17 0.60 -0.11
H -0.493230 2.183649 4.643066 0.11 0.03 -0.26
C 2.484609 -2.125170 -1.537248 -0.14 0.09 0.08
```
Forces are in eV/Å.

## Properties
Multiplicity   2
Kohn-Sham gap (alpha / beta)   7.27 / 6.56 eV
ΔE to the lowest compared entry with this formula, charge and spin   0.0 kJ/mol

Record 2
Formula: C42H53Cl3IMnN2O4P2
Source: OMol25
Level of theory: the ωB97M-V functional and the def2-TZVPD basis

Geometry as XYZ:
```
108
Properties=species:S:1:pos:R:3:forces:R:3
H -0.767246 -3.160414 3.238016 0.00 -0.01 -0.02
N -2.016760 -4.261020 0.646296 -0.01 0.03 0.12
H 1.534935 -1.965192 1.254069 0.00 -0.01 -0.06
C 1.864144 -3.067002 -2.652725 -0.03 -0.07 0.09
C -0.885256 1.200353 3.681260 -0.07 0.01 -0.13
H 0.835429 3.851916 -0.930669 0.07 -0.02 -0.16
H -1.873592 1.285100 3.218314 -0.02 -0.05 0.02
H 3.534488 1.072585 -6.024239 0.00 0.00 0.00
H -1.717568 4.858256 -2.633943 0.01 0.02 -0.01
Cl 1.345372 4.637812 1.687630 0.01 0.06 -0.02
H 4.093327 0.059757 -0.646638 0.00 0.03 -0.01
H -4.477630 -2.348313 -2.732536 0.04 0.03 -0.07
C 3.519867 0.329570 -1.523225 0.04 -0.09 0.03
Cl -1.145966 5.682379 2.708669 -0.02 0.00 -0.01
C 0.414822 -1.358033 3.020452 -0.16 -0.09 -0.32
C -5.447767 -2.430584 -0.830931 0.01 0.01 0.00
C -4.187490 -3.359231 0.976101 0.07 0.05 0.01
C -0.371299 4.876891 1.336085 0.07 -0.04 0.08
C 1.029034 -4.700740 -1.161242 -0.11 -0.05 0.06
H -0.079264 0.400408 5.545922 0.01 0.00 0.00
C 3.786093 1.958594 3.299257 0.00 -0.01 0.04
O -0.392112 -1.419558 -0.332479 -0.26 0.41 0.13
H 5.133256 -0.080595 -2.849933 -0.01 -0.01 0.01
H -1.433100 2.209665 -5.059327 0.04 0.02 0.00
C 4.616113 2.263760 4.515871 -0.01 0.01 -0.04
H 5.629958 1.877011 4.406281 0.00 0.00 0.01
C 3.396989 0.548220 -3.938207 -0.01 0.00 -0.03
H -1.519959 -1.178696 -2.359768 -0.08 0.02 -0.07
C 3.479197 2.018660 0.891984 -0.02 0.03 -0.07
H -2.362416 -3.348021 -1.888840 -0.01 0.04 -0.01
C -1.294292 1.138897 -4.922302 -0.08 0.05 0.04
H 2.548365 -1.559828 2.637208 0.00 0.01 -0.01
H -0.320355 -5.261470 0.823934 0.00 0.03 0.04
P -0.273430 1.421493 -2.241753 0.26 0.37 -0.76
H -6.367597 -1.994937 -1.197578 0.01 -0.01 0.00
H -4.699623 -4.106593 4.102767 0.00 -0.01 0.00
H 2.179046 1.061467 4.378431 0.00 0.03 -0.01
H -2.066143 0.635902 -5.507945 -0.01 0.02 -0.01
C -1.715179 3.786626 -2.439070 0.02 -0.04 -0.05
C 4.099746 0.237985 -2.773551 -0.01 0.00 0.01
C 2.066144 0.912553 -3.800086 0.02 -0.03 -0.05
H -2.405753 -1.177218 -3.887946 -0.05 -0.04 -0.05
H 1.495442 1.143544 -4.689150 0.02 0.02 -0.01
H 5.090942 0.776626 -5.245212 0.00 0.01 -0.01
H 5.135082 2.882101 1.908695 -0.01 0.00 0.00
H 0.680706 2.681422 4.124343 -0.02 0.00 0.04
P 0.130573 0.338323 2.362197 0.61 -0.13 0.70
H 1.789825 3.651295 -2.398459 0.01 -0.05 -0.03
H -0.707877 3.325598 3.274664 0.01 0.02 -0.01
H -2.059401 3.629716 -1.418631 -0.03 0.03 0.06
H -1.735891 -1.687515 3.306119 -0.02 -0.02 0.01
C 2.192398 0.743789 -1.380324 0.01 0.13 -0.07
H -5.361372 -2.662079 3.305049 0.02 0.00 0.00
H 4.693573 3.340574 4.676575 0.00 0.00 0.00
H 0.722347 5.044217 -2.227731 0.05 -0.09 -0.04
C 1.880923 -4.385739 -2.174780 0.06 0.03 -0.09
C -0.874112 -2.152406 2.829277 0.00 -0.06 0.06
H -6.206397 -2.652146 1.160695 0.01 0.02 0.01
H -1.371297 -0.603674 4.874577 0.01 -0.02 0.03
N 1.557461 0.860434 -0.134810 -0.11 -0.21 0.07
C 1.458462 0.987619 -2.549551 -0.08 0.14 0.16
C -0.316546 3.212498 -2.677172 -0.08 -0.02 0.31
Mn -0.360531 0.651903 0.035953 0.02 0.24 0.21
H -0.850658 2.920313 4.958988 -0.04 0.02 -0.03
H -5.920675 -4.285902 2.819645 0.01 -0.01 0.00
C 4.207273 2.332302 2.021160 0.00 0.01 -0.01
C 1.610132 -2.024659 2.338425 -0.02 -0.01 0.05
C -3.104470 -3.535069 0.103777 -0.04 0.21 0.02
H 1.650897 -3.080489 2.618184 0.00 0.02 0.02
H 2.537759 -5.129699 -2.601600 0.00 0.01 0.01
C -0.397933 2.609663 4.016222 -0.01 -0.04 0.00
H -2.316147 -4.801890 1.451330 0.01 -0.09 -0.06
H -2.394207 1.079178 -3.085766 -0.02 -0.05 0.03
H -1.752021 0.938522 5.609452 0.03 0.02 0.02
C -3.196987 -3.165988 -1.224038 0.07 -0.11 -0.03
H 0.997364 -5.719455 -0.790890 0.02 0.01 0.01
H 2.509879 -2.777826 -3.472710 -0.01 0.01 -0.01
O -3.980810 -3.798142 2.244600 0.01 0.00 0.02
H 3.831040 2.344100 -0.077606 0.05 -0.03 0.04
I -2.897429 0.467260 0.185504 -0.24 -0.14 -0.02
C 2.277567 1.303434 0.985259 0.07 0.04 0.04
C -0.764078 -4.409155 0.315942 0.03 0.05 0.08
C 2.555202 1.332777 3.396533 -0.01 0.02 0.02
H 4.179832 1.821784 5.410741 0.00 0.00 0.00
H 1.107586 -1.106511 -2.436488 0.04 -0.17 0.02
C -4.382178 -2.621898 -1.693366 0.06 0.07 -0.01
C 0.106643 -3.765319 -0.604432 0.07 0.15 -0.08
C 1.784487 1.052475 2.269795 -0.08 -0.07 -0.06
H -1.095543 -2.201667 1.769392 -0.05 -0.06 -0.11
O -2.321408 3.527297 1.085122 0.02 -0.09 -0.04
O -0.310192 2.551738 0.674213 -0.08 -0.50 -0.25
C 0.209109 -2.373832 -0.978657 0.19 -0.09 0.03
C -1.443925 0.689222 -3.468380 -0.04 -0.11 0.15
H 0.632456 -1.246374 4.083976 0.02 0.06 0.02
C 1.068706 -2.116340 -2.071270 0.02 0.07 0.05
C 4.050991 0.455058 -5.290450 -0.02 -0.04 0.04
C -5.359884 -2.795295 0.506024 -0.03 0.00 -0.01
C -1.020239 0.416041 4.992520 0.01 -0.02 -0.04
C -1.124995 3.512592 1.009524 -0.06 0.06 0.01
Cl -0.552222 5.951848 -0.060496 -0.19 0.18 0.13
H -0.647347 -1.281819 -3.904863 -0.05 0.03 0.03
H -2.446920 3.328614 -3.106838 -0.01 0.02 0.01
C -5.065571 -3.702765 3.164494 -0.03 0.02 -0.01
H 4.043033 -0.573817 -5.657291 0.01 0.01 -0.01
H -0.335788 0.846406 -5.345590 -0.01 -0.02 -0.02
C -1.499627 -0.831441 -3.391360 0.01 -0.03 -0.01
C 0.825777 3.981214 -2.011601 0.09 -0.13 -0.10
H -0.125320 3.208986 -3.753116 0.05 -0.04 -0.06
```
Forces are in eV/Å.

## Properties
Multiplicity   4
Net charge   +1
Kohn-Sham gap (alpha / beta)   5.15 / 6.14 eV

Record 3
Formula: C10H19N2P
Source: OMol25
Level of theory: the ωB97M-V functional and the def2-TZVPD basis

Geometry as XYZ:
```
32
Properties=species:S:1:pos:R:3:forces:R:3
H 1.400599 2.640531 -2.160222 0.06 0.08 0.00
H 1.296096 3.231187 1.259012 0.13 0.10 0.07
H -0.301932 2.526499 -2.609601 0.01 0.00 0.04
H -3.331850 -0.243248 0.240805 0.02 -0.03 -0.05
H -1.163665 -2.597967 1.736175 0.00 -0.08 0.07
H 2.222697 2.876062 -0.194602 0.05 0.07 0.02
C 0.337690 -2.210088 -2.469797 0.28 0.00 -0.14
H 0.781726 -1.218140 -2.542595 0.10 -0.07 -0.12
C 0.626954 0.291489 1.339704 -0.05 -0.24 0.28
C 0.817291 1.329948 0.342744 0.22 0.33 -0.21
H 1.231583 1.449609 3.050526 0.09 0.04 0.07
H -3.428599 -0.438351 -1.528303 0.04 -0.07 0.02
H -3.394154 -1.876662 -0.463857 -0.03 -0.08 0.00
H 1.023120 -0.268645 3.386219 0.01 -0.02 0.07
N -0.961911 -2.051277 -1.850397 -0.24 -0.09 0.71
H -1.403387 -2.931295 -1.607472 -0.07 0.19 -0.04
C 0.174246 1.422891 -0.859641 -0.03 -0.14 -0.16
H 2.442173 0.277698 2.502146 0.08 0.07 0.07
C -3.030289 -0.861690 -0.604893 0.67 0.11 0.24
H 0.463630 -2.471996 2.409249 -0.06 -0.10 0.08
H 0.216442 -2.620922 -3.474167 0.06 0.06 0.04
N -0.704132 0.545596 -1.428947 -0.23 -0.31 0.23
H -0.871467 -1.544592 3.117329 -0.01 -0.10 0.07
C -0.159860 -0.788380 1.254600 -2.13 0.00 -4.19
C 1.376174 0.448078 2.650659 -0.13 -0.10 -0.10
C 1.792114 2.432677 0.698251 -0.15 -0.01 -0.05
C -0.445721 -1.910566 2.179307 0.09 0.00 0.16
C 0.382769 2.609959 -1.768915 0.05 0.06 0.02
H 2.617923 2.060099 1.298974 0.05 0.08 0.01
H 1.008118 -2.859858 -1.899636 0.01 0.05 0.01
P -1.199505 -0.790894 -0.760330 1.02 0.05 2.79
H 0.185127 3.542249 -1.242323 0.09 0.14 -0.02
```
Forces are in eV/Å.

## Properties
Kohn-Sham gap   7.49 eV
Structure (SMILES)   CN[P@]1(C)=NC(C)=C(C)C(C)=C1C
ΔE to the lowest compared entry with this formula, charge and spin   9.4 kJ/mol